C22H24N4O3S | ωB97M-V/def2-TZVPD

The SMILES is COc1ccc(NC(=O)N2CCN(c3nc(-c4cccc(OC)c4)cs3)CC2)cc1. The total energy is -46141.9882 eV. The value obtained for the HOMO-LUMO gap is 8.1 eV.

```
54
Properties=species:S:1:pos:R:3:lowdin_charge:R:1
S 1.338 -2.190 0.773 1.03
O -2.404 1.480 -3.636 0.07
O 7.751 0.086 2.612 -0.09
O -7.135 0.327 2.177 -0.09
N -3.970 0.446 -2.393 0.13
N 2.494 -0.250 -0.474 0.10
N -1.801 0.786 -1.556 -0.06
N 0.482 -0.886 -1.472 -0.12
C -4.430 1.140 -0.083 -0.03
C -2.695 0.941 -2.586 -0.52
C -0.835 -1.442 -1.277 -0.14
C 7.600 -1.048 3.428 -0.09
C -6.745 -0.390 -0.126 -0.02
C 3.337 -0.606 0.544 -0.34
C 1.428 -0.966 -0.511 -0.58
C 4.590 0.122 0.704 -0.17
C 0.476 0.283 -2.330 -0.11
C 6.003 1.958 0.065 -0.07
C -5.243 1.081 1.028 0.01
C -4.754 0.418 -1.231 -0.27
C 6.743 0.412 1.752 -0.27
C -8.328 -0.416 2.227 -0.09
C 4.821 1.253 -0.073 -0.04
C 2.879 -1.629 1.319 -0.36
C -0.473 1.341 -1.758 -0.11
C -1.786 -0.380 -0.697 -0.12
C -6.408 0.313 1.025 -0.28
C 5.559 -0.297 1.617 0.03
C -5.923 -0.334 -1.238 -0.02
C 6.961 1.548 0.969 -0.01
H 1.493 0.668 -2.395 0.12
H -0.780 -2.306 -0.614 0.09
H -1.429 -0.076 0.293 0.13
H 4.067 1.564 -0.777 0.10
H 7.889 2.084 1.091 0.11
H -4.499 0.438 -3.256 0.15
H -9.051 -0.068 1.482 0.10
H -3.545 1.757 -0.070 0.12
H -0.098 1.687 -0.790 0.13
H -8.143 -1.486 2.081 0.09
H -4.999 1.638 1.918 0.12
H 6.741 -0.951 4.100 0.10
H -2.786 -0.798 -0.596 0.12
H 7.495 -1.962 2.833 0.10
H 3.321 -2.090 2.177 0.06
H -8.734 -0.255 3.224 0.09
H 6.180 2.835 -0.538 0.10
H -1.210 -1.766 -2.254 0.14
H 5.378 -1.181 2.207 0.10
H 8.513 -1.109 4.019 0.09
H -6.197 -0.881 -2.128 0.11
H -7.644 -0.984 -0.175 0.10
H -0.557 2.182 -2.446 0.13
H 0.128 -0.020 -3.321 0.13
```


C2H18F6Na2O15S2 | ωB97M-V/def2-TZVPD

The total energy is -79889.9372 eV. The value obtained for the HOMO-LUMO gap is 7.5 eV.

```
45
Properties=species:S:1:pos:R:3:lowdin_charge:R:1
S 21.079 -4.719 -2.462 0.54
S 18.522 -0.129 -2.332 0.44
Na 19.487 -3.323 -5.712 0.75
Na 22.946 -1.767 -2.263 0.76
F 20.064 -7.044 -1.926 0.17
F 18.403 -2.750 -2.104 0.09
F 16.805 -1.680 -1.088 0.14
F 20.154 -5.677 -0.242 0.16
F 16.764 -1.874 -3.248 0.09
F 18.659 -5.418 -1.795 0.14
O 16.920 -6.982 -0.038 -0.05
O 24.591 -5.016 0.731 -0.05
O 17.492 0.864 -2.425 -0.29
O 24.444 -3.689 -2.442 -0.07
O 20.405 -7.882 2.472 -0.05
O 20.374 -4.437 -3.699 -0.32
O 20.968 -9.513 -0.219 -0.05
O 21.546 -3.397 1.504 -0.05
O 22.359 -7.915 -4.132 -0.06
O 19.342 -0.088 -1.142 -0.33
O 17.304 -4.090 -4.754 -0.06
O 18.988 -7.702 -4.569 -0.05
O 19.282 -0.350 -3.560 -0.37
O 21.204 -3.532 -1.641 -0.30
O 22.305 -5.494 -2.612 -0.32
C 17.577 -1.683 -2.180 -0.64
C 19.908 -5.803 -1.532 -0.68
H 24.265 -4.702 -0.118 0.00
H 21.172 -4.017 0.867 -0.01
H 17.349 -6.120 -0.060 0.01
H 19.761 -7.125 -4.577 0.00
H 22.452 -7.245 -3.428 0.00
H 23.881 -4.466 -2.651 0.02
H 15.978 -6.781 -0.072 0.04
H 20.521 -7.794 3.425 0.04
H 16.709 -3.577 -4.187 0.04
H 23.834 -5.447 1.143 0.03
H 19.256 -8.470 -5.086 0.04
H 21.615 -8.818 -0.377 0.02
H 22.576 -7.442 -4.941 0.03
H 21.451 -2.541 1.073 0.03
H 20.562 -6.996 2.129 0.01
H 17.667 -4.774 -4.169 0.04
H 25.337 -4.038 -2.333 0.07
H 20.693 -9.798 -1.099 0.03
```


C3H6FN4 | ωB97M-V/def2-TZVPD

The SMILES is FCCc1nn[nH][nH+]1. As for the total charge: +1. The total energy is -11873.5956 eV. The value obtained for the HOMO-LUMO gap is 10.1 eV.

```
14
Properties=species:S:1:pos:R:3:lowdin_charge:R:1
F -2.747 -2.099 -0.080 -0.09
N 2.135 1.229 -1.136 0.10
N 1.622 -0.055 -1.034 0.12
N 1.519 2.092 -0.204 0.02
N 0.551 1.490 0.583 0.14
C 0.592 0.065 0.075 -0.05
C -1.486 -1.453 -0.517 -0.13
C -0.441 -1.091 0.702 -0.08
H -0.952 -0.638 1.661 0.14
H 0.212 -2.008 1.058 0.15
H -0.880 -2.082 -1.303 0.15
H -1.771 -0.411 -1.020 0.14
H -0.086 1.852 1.327 0.20
H 1.733 3.110 -0.112 0.20
```


C3H6INS2 | ωB97M-V/def2-TZVPD

The SMILES is SN1CSC[C@H]1I. The total energy is -34467.8248 eV. The value obtained for the HOMO-LUMO gap is 8.9 eV.

```
13
Properties=species:S:1:pos:R:3:lowdin_charge:R:1
I 2.186 -1.263 -0.224 0.64
S -1.266 -1.936 0.789 0.75
S 0.528 1.839 0.505 0.77
N -0.808 -0.515 0.144 -0.65
C -0.529 0.664 1.328 -0.44
C 0.416 1.083 -1.232 -0.44
C 0.125 -0.432 -0.842 -0.77
H -0.092 -2.482 1.179 -0.17
H 0.057 0.283 2.149 0.04
H -0.420 1.704 -1.695 0.09
H -1.533 0.941 1.581 0.06
H 0.047 -0.930 -1.806 0.08
H 1.288 1.046 -1.876 0.05
```


C4H5NO2S | ωB97M-V/def2-TZVPD

The SMILES is O[C@H]1C=NOC(=S)C1. The total energy is -20646.8003 eV. The value obtained for the HOMO-LUMO gap is 8.9 eV.

```
13
Properties=species:S:1:pos:R:3:lowdin_charge:R:1
S -2.997 -0.789 0.586 0.77
O 1.495 0.423 -1.391 -0.03
O -0.821 -0.313 1.848 -0.09
N 0.540 0.057 1.950 0.11
C 1.222 0.062 0.883 -0.08
C -1.464 -0.288 0.672 -0.87
C 0.652 -0.276 -0.453 -0.33
C -0.751 0.345 -0.450 -0.15
H 0.650 -1.369 -0.684 0.17
H 2.289 0.280 0.979 0.14
H -1.251 0.085 -1.370 0.11
H 1.104 0.338 -2.255 0.09
H -0.669 1.443 -0.316 0.16
```


C2H3N5O | ωB97M-V/def2-TZVPD

The SMILES is [H]/N=C/N=c1/nn[nH]o1. The total energy is -11616.7137 eV. The value obtained for the HOMO-LUMO gap is 9.2 eV.

```
11
Properties=species:S:1:pos:R:3:lowdin_charge:R:1
O 1.063 -0.276 -0.396 0.02
N -0.148 0.838 -1.910 0.10
N 0.954 0.549 -2.453 0.02
N 1.779 0.044 -1.570 -0.01
N -2.002 -0.441 2.145 0.09
N -1.188 0.452 0.194 0.14
C -0.988 -0.027 1.501 -0.32
C -0.184 0.367 -0.576 -0.37
H 2.399 -0.711 -1.885 0.17
H -1.718 -0.831 3.056 0.05
H 0.033 0.035 1.892 0.12
```


C4H15NO2 | ωB97M-V/def2-TZVPD

The total energy is -9968.0143 eV. The value obtained for the HOMO-LUMO gap is 3.4 eV.

```
22
Properties=species:S:1:pos:R:3:lowdin_charge:R:1
O 1.629 0.907 2.294 -0.09
O -0.548 1.391 1.522 -0.21
N -0.525 -1.870 -1.479 0.28
C -1.960 -1.039 0.229 -0.06
C -1.855 -1.287 -1.249 -0.29
C 0.895 1.124 -1.053 -0.16
C 2.139 0.198 -0.870 -0.14
H 0.261 1.085 -0.148 0.02
H 1.964 1.504 2.957 0.02
H -2.997 -0.842 0.502 0.10
H -1.363 -0.184 0.468 0.02
H -1.541 -1.950 0.666 0.09
H 0.266 0.963 -1.894 0.03
H -2.711 -1.930 -1.482 0.11
H 2.854 0.387 -1.679 0.06
H 1.715 -0.807 -0.973 0.03
H -1.937 -0.349 -1.788 0.13
H 2.504 0.291 0.122 0.03
H -0.760 2.271 1.787 -0.01
H 0.669 0.878 2.039 -0.07
H 1.269 2.139 -1.096 0.06
H -0.477 -2.729 -2.004 0.07
```


CH6N3O | ωB97M-V/def2-TZVPD

As for the total charge: +1. The total energy is -7639.1125 eV. The value obtained for the HOMO-LUMO gap (alpha / beta) is 8.6 / 8.6 eV.

```
11
Properties=species:S:1:pos:R:3:lowdin_charge:R:1
O 1.358 -0.216 -0.942 -0.17
N 1.895 -0.413 0.237 0.05
N 1.881 1.102 1.801 0.04
N -0.424 -1.776 -1.990 0.26
C 1.610 1.766 2.707 0.00
H 0.466 -2.302 -2.437 0.22
H 1.516 2.434 3.587 0.09
H -1.069 -1.458 -2.810 0.20
H 1.900 0.261 -1.583 0.12
H -0.777 -2.293 -1.183 0.15
H 0.189 -1.019 -1.757 0.02
```


C4H7N3 | ωB97M-V/def2-TZVPD

The SMILES is [H]/N=C1\NC=N[C@@H]1C. The total energy is -8730.2685 eV. The value obtained for the HOMO-LUMO gap is 9.7 eV.

```
14
Properties=species:S:1:pos:R:3:lowdin_charge:R:1
N -1.575 0.397 -0.058 0.05
N -0.560 -1.528 -0.140 0.09
N 0.147 2.120 -0.038 0.12
C -0.289 0.870 -0.148 -0.35
C 1.810 -0.522 0.180 -0.08
C -1.653 -0.962 0.126 -0.20
C 0.437 -0.489 -0.411 -0.35
H 2.595 0.155 -0.305 0.10
H 0.433 -0.584 -1.447 0.12
H -0.592 2.673 0.254 -0.02
H -2.347 1.192 -0.007 0.21
H 2.274 -1.533 0.034 0.07
H 1.796 -0.389 1.365 0.12
H -2.475 -1.400 0.594 0.11
```


C3H2Cl2O2 | ωB97M-V/def2-TZVPD

The SMILES is C=C(Cl)Cl.O=C=O. The total energy is -32282.8963 eV. The value obtained for the HOMO-LUMO gap is 10.2 eV.

```
9
Properties=species:S:1:pos:R:3:lowdin_charge:R:1
Cl 0.199 1.154 -1.666 0.66
Cl 1.731 -1.390 -1.257 0.67
O -0.446 1.893 1.779 0.21
O 1.258 0.407 1.400 0.18
C 0.408 1.133 1.627 -0.48
C -0.800 -0.783 -0.460 -0.16
C 0.306 -0.466 -1.113 -1.26
H -0.931 -1.754 0.126 0.10
H -1.725 -0.195 -0.438 0.07
```


C4H5N2O2S | ωB97M-V/def2-TZVPD

The SMILES is O=c1o[nH][n+]2c1CSC2. As for the total charge: +1. The total energy is -22128.0462 eV. The value obtained for the HOMO-LUMO gap is 8.1 eV.

```
14
Properties=species:S:1:pos:R:3:lowdin_charge:R:1
S 1.092 -1.389 -1.527 0.93
O -2.823 1.034 -0.027 0.23
O -0.944 1.931 0.969 0.13
N 0.345 1.599 0.861 0.05
N 0.510 0.352 0.411 -0.04
C -1.725 0.874 0.370 -0.30
C 1.629 -0.524 0.023 -0.34
C -0.691 -1.266 -0.878 -0.28
C -0.670 -0.139 0.073 -0.12
H 1.064 1.884 1.637 0.26
H -1.313 -0.836 -1.773 0.15
H 2.541 0.021 -0.317 0.11
H -0.977 -2.211 -0.596 0.06
H 1.963 -1.330 0.775 0.14
```


C5H8ClN | ωB97M-V/def2-TZVPD

The SMILES is C=C[C@@H](Cl)[C@H]1CN1. The total energy is -19325.3445 eV. The value obtained for the HOMO-LUMO gap is 10.8 eV.

```
15
Properties=species:S:1:pos:R:3:lowdin_charge:R:1
Cl 1.641 -1.180 0.042 0.60
N -2.179 0.005 -0.579 0.03
C 0.358 0.020 -0.391 -0.65
C -0.978 -0.723 -0.345 -0.42
C 0.497 1.242 0.470 -0.23
C -1.924 -0.542 0.768 -0.13
C 0.699 2.462 -0.065 0.04
H 0.869 3.275 0.604 0.05
H -1.000 -1.688 -0.776 0.11
H 0.527 0.295 -1.497 0.13
H -2.598 -1.345 1.091 0.11
H -1.496 0.010 1.587 0.09
H -1.951 1.018 -0.701 0.11
H 0.418 1.080 1.532 0.10
H 0.678 2.630 -1.133 0.06
```


Copy entry 8 word for word.
CH6N3O | ωB97M-V/def2-TZVPD

As for the total charge: +1. The total energy is -7639.1125 eV. The value obtained for the HOMO-LUMO gap (alpha / beta) is 8.6 / 8.6 eV.

```
11
Properties=species:S:1:pos:R:3:lowdin_charge:R:1
O 1.358 -0.216 -0.942 -0.17
N 1.895 -0.413 0.237 0.05
N 1.881 1.102 1.801 0.04
N -0.424 -1.776 -1.990 0.26
C 1.610 1.766 2.707 0.00
H 0.466 -2.302 -2.437 0.22
H 1.516 2.434 3.587 0.09
H -1.069 -1.458 -2.810 0.20
H 1.900 0.261 -1.583 0.12
H -0.777 -2.293 -1.183 0.15
H 0.189 -1.019 -1.757 0.02
```